(1)
Below is C42H44O3OsP2S as an isolated structure at a distorted geometry, with properties calculated with ωB97M-V/def2-TZVPD.

The expectation value of S² is 6.050. The calculation puts the lowest unoccupied orbital energy (spin up / spin down) at -5.753 / -9.006 eV. The maximum force comes out at 5.8 eV/A. The energy is -3023.27278 Eh. Its HOMO energy (spin up / spin down) is -0.4599 / -0.4838 hartree. Its charge is +2. The value obtained for the HOMO-LUMO gap (spin up / spin down) is 6.76 / 4.16 eV. The spin multiplicity is 5.

Each line ends with the Mulliken charge.
Positions of all 93 atoms, in Å:
1 Os -0.01 0.29 -4.13  0.7171
2 C -1.64 1.17 -4.86  0.2847
3 C -1.88 -0.25 -4.92  -0.0004
4 C -1.48 -1.13 -6.06  -1.1086
5 C -0.08 -0.77 -6.70  -1.3566
6 C 0.91 -0.09 -5.77  -0.5880
7 C 0.99 1.33 -5.50  0.4835
8 C 0.08 2.32 -6.19  -1.2622
9 C -1.40 1.95 -6.13  -0.8467
10 C 1.70 0.25 -0.09  -1.2252
11 H -2.33 1.71 -4.19  -0.3346
12 H -2.75 -0.65 -4.34  0.7433
13 H -2.30 -1.04 -6.80  0.6142
14 H -1.45 -2.18 -5.69  0.2225
15 H 0.38 -1.74 -6.97  0.4524
16 H -0.25 -0.15 -7.59  0.2457
17 H 1.81 -0.70 -5.56  0.9789
18 H 2.02 1.70 -5.31  0.4430
19 H 0.37 2.50 -7.21  0.4512
20 H 0.19 3.29 -5.69  0.3353
21 H -2.00 2.87 -6.09  0.4318
22 H -1.74 1.35 -6.99  0.2896
23 H 0.89 0.98 0.00  0.3443
24 H 2.61 0.55 0.44  0.4935
25 H 1.38 -0.70 0.34  0.4502
26 P -1.52 -0.92 -2.16  1.3609
27 P 2.12 0.06 -1.82  2.0411
28 C -0.01 -1.63 -3.09  -0.6947
29 C 1.33 -1.09 -3.00  -1.5712
30 C -2.44 -2.43 -2.00  1.0233
31 C -2.34 -3.65 -2.71  -0.8251
32 C -3.22 -4.68 -2.39  -0.7142
33 C -4.14 -4.56 -1.34  -0.7311
34 C -4.17 -3.39 -0.59  -0.8474
35 C -3.36 -2.33 -0.93  -0.7966
36 C -2.80 0.42 -2.10  1.6986
37 C -2.45 1.72 -1.70  -0.4585
38 C -3.25 2.81 -2.02  -0.8100
39 C -4.48 2.58 -2.63  -0.7435
40 C -4.93 1.29 -2.87  -0.8880
41 C -4.10 0.20 -2.59  -0.5080
42 C 3.53 -1.03 -1.60  0.1305
43 C 3.21 -2.24 -0.97  -0.5702
44 C 4.25 -3.10 -0.64  -0.7596
45 C 5.56 -2.72 -0.96  -0.7465
46 C 5.84 -1.51 -1.59  -0.6727
47 C 4.81 -0.63 -1.93  -0.3707
48 C 2.60 1.68 -2.51  1.0034
49 C 2.04 2.80 -1.85  -0.5928
50 C 2.51 4.08 -2.13  -0.7883
51 C 3.36 4.31 -3.22  -0.6906
52 C 3.85 3.21 -3.95  -0.5350
53 C 3.53 1.89 -3.58  -0.9267
54 H -0.14 -2.47 -3.79  0.6537
55 H 2.05 -1.61 -3.62  0.8893
56 H -1.62 -3.76 -3.52  0.3343
57 H -3.21 -5.58 -2.98  0.4546
58 H -4.84 -5.36 -1.11  0.4233
59 H -4.84 -3.26 0.25  0.5205
60 H -3.47 -1.37 -0.42  0.4483
61 H -1.55 1.90 -1.12  0.1081
62 H -2.90 3.82 -1.81  0.4646
63 H -5.12 3.43 -2.87  0.4555
64 H -5.92 1.10 -3.27  0.4766
65 H -4.45 -0.81 -2.75  0.4993
66 H 2.16 -2.45 -0.70  0.3050
67 H 4.00 -4.02 -0.13  0.4513
68 H 6.37 -3.41 -0.70  0.4033
69 H 6.86 -1.23 -1.84  0.4519
70 H 4.98 0.34 -2.39  0.4202
71 H 1.30 2.64 -1.07  0.1377
72 H 2.23 4.88 -1.46  0.4750
73 H 3.59 5.35 -3.52  0.4105
74 H 4.47 3.43 -4.83  0.4514
75 H 3.92 1.08 -4.21  0.4417
76 C 0.48 1.08 6.90  -1.3986
77 C 0.01 0.69 5.54  1.0751
78 C 0.03 -0.66 5.18  -0.7251
79 C -0.43 -1.06 3.93  -0.5351
80 C -0.97 -0.10 3.06  -0.0426
81 C -0.93 1.26 3.40  -0.3362
82 C -0.46 1.65 4.64  -0.8214
83 S -1.65 -0.60 1.50  1.6557
84 O -0.78 -1.68 1.01  -0.5807
85 O -3.02 -1.00 1.79  -0.6009
86 O -1.50 0.66 0.75  -0.5978
87 H -0.23 0.75 7.69  0.3497
88 H 1.44 0.60 7.13  0.3873
89 H 0.59 2.17 7.00  0.3663
90 H 0.41 -1.39 5.88  0.4464
91 H -0.36 -2.09 3.60  0.5244
92 H -1.24 1.99 2.67  0.5095
93 H -0.47 2.70 4.90  0.3726



(2)
Below is C42H44P2V as an isolated structure at a distorted geometry, with properties calculated with ωB97M-V/def2-TZVPD.

The expectation value of S² is 0.792. The calculation puts the lowest unoccupied orbital energy (spin up / spin down) at -8.411 / -8.417 eV. The maximum force comes out at 6.9 eV/A. The energy is -3252.69442 Eh. Its HOMO energy (spin up / spin down) is -0.4320 / -0.4321 hartree. Its charge is +2. The value obtained for the HOMO-LUMO gap (spin up / spin down) is 3.34 / 3.34 eV. The spin multiplicity is 2.

Each line ends with the Mulliken charge.
Positions of all 89 atoms, in Å:
1 V -1.54 0.90 -2.70  -0.6866
2 C -2.57 0.76 -4.28  -0.0446
3 C -2.10 -0.57 -3.77  -0.5232
4 C -0.85 -1.21 -4.31  -1.2152
5 C 0.44 -0.37 -4.08  -1.0499
6 C 0.32 0.66 -3.00  1.1790
7 C -0.14 2.05 -3.33  -0.2968
8 C -0.62 2.44 -4.70  -1.3348
9 C -1.81 1.59 -5.27  -0.9540
10 C 1.76 -0.62 2.35  -1.5665
11 H -3.65 0.83 -4.40  0.4186
12 H -2.88 -1.27 -3.45  0.7218
13 H -0.95 -1.42 -5.39  0.3983
14 H -0.72 -2.19 -3.82  0.3941
15 H 1.24 -1.07 -3.78  0.3957
16 H 0.78 0.07 -5.04  0.4298
17 H 1.07 0.58 -2.21  -0.4273
18 H 0.43 2.83 -2.82  0.7959
19 H 0.19 2.43 -5.45  0.4243
20 H -0.97 3.49 -4.67  0.4552
21 H -2.50 2.31 -5.74  0.4228
22 H -1.45 1.00 -6.13  0.2880
23 H 2.43 -0.23 3.14  0.5996
24 H 1.36 -1.58 2.70  0.5880
25 H 0.94 0.09 2.15  0.0469
26 P -0.35 -2.14 1.09  0.3836
27 P 2.68 -0.81 0.81  2.0778
28 C 0.58 -2.22 -0.40  -0.1969
29 C 1.91 -1.84 -0.41  -1.2070
30 C -1.89 -2.93 0.92  0.8077
31 C -2.49 -3.27 -0.31  -0.1247
32 C -3.57 -4.14 -0.31  -0.6269
33 C -4.11 -4.64 0.90  -0.5088
34 C -3.58 -4.19 2.13  -0.5576
35 C -2.51 -3.32 2.16  -0.7380
36 C -2.75 1.63 -1.17  0.4932
37 C -2.60 3.02 -1.05  -0.1914
38 C -3.62 3.74 -0.42  -0.6766
39 C -4.69 3.08 0.17  -0.5820
40 C -4.85 1.69 0.00  -0.5902
41 C -3.87 0.95 -0.69  -0.2870
42 C 4.28 -1.54 1.25  0.0061
43 C 4.31 -2.87 1.74  -0.3506
44 C 5.53 -3.48 2.01  -0.7411
45 C 6.73 -2.78 1.83  -0.4628
46 C 6.70 -1.46 1.36  -0.7111
47 C 5.48 -0.83 1.08  -0.2226
48 C 2.86 0.90 0.22  0.3280
49 C 2.55 2.01 1.04  -0.1691
50 C 2.71 3.31 0.55  -0.5835
51 C 3.21 3.52 -0.73  -0.6621
52 C 3.43 2.43 -1.58  -0.5430
53 C 3.24 1.12 -1.11  -0.6843
54 H 0.09 -2.67 -1.26  0.4663
55 H 2.62 -2.30 -1.10  0.5872
56 H -2.07 -2.87 -1.25  0.0437
57 H -4.00 -4.47 -1.26  0.4246
58 H -4.91 -5.39 0.89  0.3869
59 H -4.01 -4.56 3.07  0.4002
60 H -2.08 -2.96 3.10  0.3623
61 H -1.71 3.54 -1.42  0.4836
62 H -3.57 4.84 -0.38  0.3762
63 H -5.41 3.66 0.75  0.4270
64 H -5.75 1.20 0.40  0.4188
65 H -3.99 -0.13 -0.85  0.4334
66 H 3.37 -3.41 1.88  0.3484
67 H 5.55 -4.52 2.35  0.4026
68 H 7.68 -3.26 2.05  0.4061
69 H 7.63 -0.91 1.21  0.4080
70 H 5.46 0.20 0.72  0.3694
71 H 2.19 1.87 2.06  0.4153
72 H 2.45 4.15 1.19  0.4376
73 H 3.42 4.53 -1.08  0.4344
74 H 3.75 2.58 -2.61  0.4336
75 H 3.40 0.27 -1.78  0.4035
76 C -1.17 1.52 2.05  -0.4232
77 C -1.07 1.26 3.41  0.8275
78 C -0.08 1.88 4.24  -0.1330
79 C 0.06 1.52 5.57  -0.7749
80 C -0.80 0.57 6.15  -0.2971
81 C -1.78 -0.06 5.35  -0.7019
82 C -1.94 0.28 4.02  -0.2736
83 H -1.96 1.05 1.48  0.0328
84 H -0.51 2.25 1.59  0.3335
85 H 0.57 2.64 3.79  0.5022
86 H 0.84 1.99 6.18  0.4442
87 H -0.70 0.33 7.20  0.4400
88 H -2.42 -0.83 5.80  0.4320
89 H -2.69 -0.20 3.39  0.5841